Density functional theory data (wB97M-V/def2-TZVPD) for a single C17H14N4O5S3 molecule.

Last columns: bonded neighbours and bond lengths (Å).
Element x y z (Å)
1 O 2.348 3.816 3.018  C10 1.222
2 O -4.796 -1.419 -0.246  S29 1.445
3 O -4.378 0.845 0.597  S29 1.460
4 N 1.920 -3.697 4.559  N5 1.384, C11 1.290
5 N 1.451 -2.924 3.511  N4 1.384, C12 1.316
6 O 1.982 1.673 2.240  C10 1.377, C20 1.381
7 O 0.016 0.591 -4.438  C19 1.395, C28 1.460
8 S -0.159 3.153 2.825  C10 1.774, C21 1.782
9 S 2.412 -1.327 1.483  C12 1.737, C22 1.753
10 C 1.592 2.923 2.668  O1 1.222, O6 1.377, S8 1.774
11 C 3.197 -3.517 4.583  N4 1.290, N25 1.357, H30 1.100
12 C 2.443 -2.279 2.937  N5 1.316, S9 1.737, N25 1.364
13 C -1.508 -0.795 -3.276  C17 1.385, C19 1.404, H31 1.060
14 C -1.337 1.511 -2.544  C18 1.396, C19 1.417, H32 1.100
15 C -1.567 0.861 1.980  C21 1.392, C23 1.391, H33 1.093
16 C -0.287 -1.101 1.345  C22 1.383, C23 1.416, H34 1.089
17 C -2.419 -1.067 -2.269  C13 1.385, C24 1.400, H35 1.100
18 C -2.211 1.212 -1.498  C14 1.396, C24 1.380, H36 1.069
19 C -0.960 0.486 -3.447  O7 1.395, C13 1.404, C14 1.417
20 C 0.882 0.861 2.039  O6 1.381, C21 1.392, C22 1.375
21 C -0.348 1.478 2.246  S8 1.782, C15 1.392, C20 1.392
22 C 0.901 -0.448 1.620  S9 1.753, C16 1.383, C20 1.375
23 C -1.530 -0.441 1.490  C15 1.391, C16 1.416, N26 1.407
24 C -2.726 -0.059 -1.347  C17 1.400, C18 1.380, S29 1.827
25 N 3.567 -2.630 3.625  C11 1.357, C12 1.364, H37 1.006
26 N -2.738 -1.091 1.178  C23 1.407, S29 1.695, H38 0.996
27 C 2.169 1.522 -3.600  C28 1.515, H39 1.096, H40 1.069, H41 1.096
28 C 0.985 1.679 -4.533  O7 1.460, C27 1.515, H42 1.100, H43 1.107
29 S -3.823 -0.400 0.074  O2 1.445, O3 1.460, C24 1.827, N26 1.695
30 H 3.887 -3.958 5.317  C11 1.100
31 H -1.229 -1.567 -3.946  C13 1.060
32 H -0.951 2.531 -2.685  C14 1.100
33 H -2.474 1.450 2.134  C15 1.093
34 H -0.223 -2.138 1.018  C16 1.089
35 H -2.807 -2.096 -2.227  C17 1.100
36 H -2.472 1.968 -0.788  C18 1.069
37 H 4.508 -2.366 3.388  N25 1.006
38 H -2.659 -2.071 1.018  N26 0.996
39 H 1.876 1.431 -2.547  C27 1.096
40 H 2.748 0.670 -3.887  C27 1.069
41 H 2.819 2.399 -3.697  C27 1.096
42 H 0.504 2.652 -4.358  C28 1.100
43 H 1.398 1.677 -5.560  C28 1.107

Results
Highest occupied orbital energy   -9.05 eV
ΔE to the lowest compared entry with this formula, charge and spin   23.10 kcal per mole
LUMO level   0.10 eV
DFT total energy   -66558.425 eV
SMILES   CCOc1ccc(S(=O)(=O)Nc2cc(Sc3nnc[nH]3)c3oc(=O)sc3c2)cc1
Net charge   0